# C5H12NO2

2 unconnected molecules or ions with the total composition C5H12NO2 at a distorted geometry (ωB97M-V/def2-TZVPD, the Open Molecules 2025 dataset).

Properties
Net charge ... +1
Electronic energy ... -402.583007 a.u.
Orbital gap ... 11.29 eV
Relative energy (zero: lowest compared OMol25 entry of this formula, charge and spin) ... 3.7777 eV
Highest occupied orbital energy ... -14.25 eV

Each line ends with the Löwdin charge.
Positions of all 20 atoms, in Å:
C  -1.55026  -1.91852  0.22494  0.1267
C  -1.07789  -0.75885  0.55657  -0.2338
C  2.50218  -0.72878  0.02312  -0.0743
C  1.46710  0.20775  -0.49426  -0.2001
C  0.68117  1.06366  0.49446  -0.2340
N  -2.58661  0.59380  -0.33060  0.1504
O  0.00817  2.03426  -0.07390  0.1276
O  -0.48530  0.07847  1.11434  0.1350
H  -0.77456  -2.62413  0.38454  0.0882
H  -2.36102  -2.30582  -0.34537  0.0926
H  2.88503  -0.33339  0.90600  0.0583
H  2.07884  -1.75010  0.26129  0.1063
H  3.23228  -0.79059  -0.78127  0.0955
H  0.85498  -0.23156  -1.26412  0.1221
H  2.03475  1.08211  -1.00679  0.1701
H  1.33316  1.27872  1.44177  0.2122
H  -2.16238  1.47546  -0.29721  0.0419
H  -2.72020  0.19034  -1.19872  0.0522
H  -3.49780  0.62577  0.02153  0.0661
H  0.13834  2.81139  0.36369  0.0970



# C5H12N2O

2 unconnected molecules or ions with the total composition C5H12N2O at a distorted geometry (ωB97M-V/def2-TZVPD, the Open Molecules 2025 dataset).

Properties
Net charge ... 0
Electronic energy ... -382.379066 a.u.
Orbital gap ... 7.53 eV
SMILES string ... C/C(N)=C/N.C=CO
Relative energy (zero: lowest compared OMol25 entry of this formula, charge and spin) ... 3.3596 eV
Highest occupied orbital energy ... -6.80 eV

Each line ends with the Löwdin charge.
Positions of all 20 atoms, in Å:
C  -1.67372  -0.38523  -1.24979  -0.0842
C  -0.20154  -0.30770  -0.93382  -0.4560
N  0.60534  0.44734  -1.80759  0.0552
C  0.37718  -1.36705  -0.26972  -0.2234
N  1.71342  -1.55869  -0.14297  0.0704
H  -1.86804  -0.94487  -2.17058  0.0747
H  -2.07635  0.62541  -1.38011  0.0668
H  -2.22439  -0.87022  -0.43677  0.0741
H  1.07106  1.21300  -1.32697  0.0644
H  0.10152  0.88118  -2.57817  0.0789
H  -0.22721  -2.13456  0.20007  0.1220
H  2.01214  -1.94920  0.74289  0.0860
H  2.26472  -0.76194  -0.44788  0.0847
C  0.31731  0.21396  2.30992  -0.0184
C  -0.26120  1.04441  1.39307  -0.2939
O  0.44418  2.14412  0.96320  -0.0249
H  1.38982  0.27305  2.46177  0.0544
H  -0.30512  -0.37838  2.97418  0.0519
H  -1.34082  1.16763  1.34803  0.1153
H  -0.11829  2.64773  0.35122  0.1020



# C20H26N2O6

C20H26N2O6 in the gas phase (ωB97M-V/def2-TZVPD, the Open Molecules 2025 dataset).

Properties
Net charge ... 0
Electronic energy ... -1338.667261 a.u.
Orbital gap ... 8.39 eV
SMILES string ... CCOC(=O)C1CCN(C(=O)c2cc3c(OC)c(OC)c(OC)cc3[nH]2)CC1
Relative energy (zero: lowest compared OMol25 entry of this formula, charge and spin) ... 2.2481 eV
Highest occupied orbital energy ... -7.69 eV

Each line ends with the Löwdin charge.
Positions of all 54 atoms, in Å:
C  5.10772  -3.66755  -2.69642  -0.0597
C  5.13411  -4.02995  -1.21872  -0.2091
O  3.87255  -3.77300  -0.59900  -0.0099
C  2.93452  -4.71584  -0.70944  -0.4796
O  3.09467  -5.76758  -1.27088  0.1206
C  1.64473  -4.29370  -0.03025  -0.2222
C  1.09477  -3.01899  -0.67678  -0.1091
C  -0.18452  -2.56360  0.03369  -0.1398
N  0.06064  -2.37890  1.44349  -0.0426
C  0.14770  -1.18774  2.08548  -0.3885
O  0.68756  -1.07910  3.18036  0.0571
C  -0.46141  0.00585  1.46847  -0.1534
C  -1.56305  0.22895  0.67735  0.0463
C  -1.69838  1.63329  0.54141  -0.0826
C  -2.61468  2.43003  -0.17679  -0.1393
O  -3.55761  1.72876  -0.85647  -0.0475
C  -4.62009  2.38299  -1.51374  -0.0621
C  -2.44776  3.80912  -0.11707  -0.1409
O  -3.28258  4.66469  -0.83566  -0.1516
C  -2.64473  5.30953  -1.92170  -0.0661
C  -1.42041  4.37866  0.68187  -0.2196
O  -1.26430  5.74921  0.74400  -0.1112
C  -2.33139  6.45422  1.35221  -0.0663
C  -0.51569  3.60355  1.37472  0.0676
C  -0.65460  2.22361  1.28604  -0.1887
N  0.06990  1.21891  1.83643  0.1470
C  0.57049  -3.56342  2.10408  -0.1309
C  1.87308  -4.03626  1.46255  -0.1101
H  4.81588  -2.62785  -2.82453  0.0777
H  4.39744  -4.30214  -3.22071  0.0760
H  6.09446  -3.81512  -3.12540  0.0772
H  5.84965  -3.41154  -0.67303  0.1239
H  5.38099  -5.08893  -1.09253  0.1225
H  0.92915  -5.11232  -0.15856  0.1559
H  1.84690  -2.23152  -0.60303  0.1281
H  0.87728  -3.19301  -1.73183  0.1283
H  -0.96581  -3.32259  -0.09109  0.1345
H  -0.52348  -1.62898  -0.40713  0.1033
H  -2.23731  -0.49558  0.26868  0.1170
H  -5.12948  3.08761  -0.85424  0.0996
H  -4.28032  2.90923  -2.40945  0.0904
H  -5.30722  1.58811  -1.80521  0.0946
H  -1.79451  5.91143  -1.59172  0.0915
H  -2.29698  4.57913  -2.66208  0.0973
H  -3.39848  5.95408  -2.37161  0.0954
H  -2.06391  7.50778  1.29114  0.0928
H  -3.27987  6.28402  0.83792  0.0875
H  -2.43512  6.16324  2.40318  0.0973
H  0.25906  4.07307  1.95797  0.1240
H  0.83412  1.30023  2.48747  0.1657
H  -0.18851  -4.35051  2.03286  0.1323
H  0.73277  -3.31065  3.15305  0.1227
H  2.63679  -3.26672  1.58354  0.1286
H  2.21528  -4.94622  1.95714  0.1282



# C9H6N4

C9H6N4 in the gas phase at a distorted geometry (ωB97M-V/def2-TZVPD, the Open Molecules 2025 dataset).

Properties
Net charge ... 0
Electronic energy ... -565.477538 a.u.
Orbital gap ... 9.67 eV
SMILES string ... [H]/N=C1/C(C#N)=CCCC1(C#N)C#N
Relative energy (zero: lowest compared OMol25 entry of this formula, charge and spin) ... 3.5127 eV
Highest occupied orbital energy ... -10.40 eV

Each line ends with the Löwdin charge.
Positions of all 19 atoms, in Å:
H  -3.29212  -2.11667  0.47336  0.1181
N  -2.37841  -1.86754  0.91350  0.2044
C  -1.46674  -1.08561  0.62834  -0.2719
C  -0.47227  -0.87560  1.71832  -0.1761
C  -0.73452  -1.24293  3.05120  -0.1996
N  -1.01367  -1.31903  4.16655  0.1822
C  0.65735  -0.12845  1.50000  0.0003
C  0.92109  0.55158  0.21278  -0.1840
C  0.20497  -0.14432  -1.02223  -0.0821
C  -1.38956  -0.28089  -0.74940  -0.3269
C  -2.15240  0.96088  -0.63667  -0.1630
N  -2.79504  1.91809  -0.64073  0.2028
C  -2.00407  -0.93844  -1.88662  -0.1921
N  -2.50326  -1.37473  -2.82331  0.2037
H  1.32297  0.11218  2.35960  0.1399
H  0.60080  1.63651  0.19836  0.1408
H  1.95716  0.55563  -0.13914  0.1141
H  0.47033  0.47861  -1.87500  0.1141
H  0.77272  -1.19239  -1.02490  0.1754